# 1
Entry from the Open Molecules 2025 dataset: C10H17NO4 as an isolated structure (ωB97M-V/def2-TZVPD).

Structure (XYZ):
```
32
Properties=species:S:1:pos:R:3
C 1.67571 -0.27932 1.89763
C 1.02077 -0.60376 0.54687
C 1.62650 -1.95025 0.13376
C -0.49046 -0.58090 0.77922
C -1.19790 -1.36501 -0.31477
C -2.68602 -1.04635 -0.47516
C -3.01079 0.40620 -0.23830
C -2.09458 1.29112 0.21536
C -0.71514 0.92840 0.51206
C -4.42499 0.89748 -0.42859
O -5.27391 0.12248 0.40328
O 1.21183 0.39145 -0.49454
O 6.00065 -0.56165 -1.62630
N 5.31062 0.43049 -1.41715
O 5.62579 1.60345 -1.55560
H 1.33344 -1.04091 2.62827
H 2.76358 -0.36754 1.78074
H 1.39825 0.72586 2.27831
H 1.42160 -2.70960 0.92683
H 1.22870 -2.32436 -0.80850
H 2.71506 -1.81274 0.05125
H -0.73344 -0.86863 1.81399
H -0.71673 -1.09765 -1.27161
H -1.02477 -2.43722 -0.20818
H -2.95358 -1.30426 -1.50217
H -3.28874 -1.70132 0.14335
H -2.37789 2.33133 0.47671
H -0.27664 1.59699 1.28643
H 0.23928 0.99778 -0.44498
H -4.52373 1.93403 -0.08928
H -4.78706 0.85051 -1.46984
H -6.20615 0.29267 0.18140
```

**Charge**: 0
**DFT total energy**: -746.70816 a.u.
**Kohn-Sham gap (alpha / beta)**: 8.580 / 5.862 eV

=====

# 2
Entry from the Open Molecules 2025 dataset: C10H31InO6 as an isolated structure (ωB97M-V/def2-TZVPD).

Structure (XYZ):
```
48
Properties=species:S:1:pos:R:3
In 2.65407 2.54367 1.04756
O 0.44527 0.81810 0.39775
H 0.01739 0.98913 -0.46377
C -0.01159 -3.58786 0.35257
C 0.79438 -2.79637 1.44384
O 1.33910 -1.61619 0.84021
H 0.57126 -3.73175 -0.55720
H -0.86396 -3.00513 0.00328
H -0.40838 -4.47821 0.84036
H 1.53171 -3.49551 1.83835
H 0.11606 -2.35648 2.17493
H 0.65410 -0.97500 0.63710
C -3.04690 -0.97597 2.25994
C -3.05283 -0.29432 0.94622
O -2.35242 0.91988 0.97215
H -2.05496 -1.39064 2.43935
H -3.72885 -1.82626 2.26793
H -3.06736 -0.37233 3.16731
H -4.11137 -0.07521 0.80633
H -2.64307 -0.83226 0.09133
H -1.45860 0.64174 0.75927
C 3.89411 -0.27796 -3.20382
C 4.09203 0.92387 -2.23688
O 2.96656 0.96102 -1.40817
H 4.72877 -0.39385 -3.89520
H 3.03335 -0.00610 -3.81479
H 3.69794 -1.23986 -2.73016
H 4.24094 1.88479 -2.72939
H 4.96700 0.74538 -1.61186
H 2.22055 0.73015 -1.96654
C -1.71875 3.83221 3.64476
C -1.31224 4.09998 2.26132
O -0.32266 3.14911 2.07834
H -2.23056 2.87111 3.69401
H -2.49383 4.57253 3.84296
H -0.87637 3.75491 4.33216
H -0.94713 5.11942 2.13659
H -2.04462 3.83797 1.49773
H -0.71123 2.28481 1.92471
C -1.05060 -1.58055 -2.96818
C 0.40279 -1.23592 -2.82289
O 0.39462 0.06210 -2.31549
H -1.37551 -1.52281 -1.92934
H -1.14275 -2.64525 -3.18268
H -1.80699 -1.02696 -3.52453
H 0.96803 -1.26915 -3.75429
H 0.92943 -1.94959 -2.18930
H 0.17409 0.21559 -1.39386
```

**Charge**: +1
**Spin multiplicity**: 2
**DFT total energy**: -1040.71579 a.u.
**⟨S²⟩**: 0.7564
**Kohn-Sham gap (alpha / beta)**: 8.978 / 5.025 eV

=====

# 3
Entry from the Open Molecules 2025 dataset: C10H12Br3Cl9O6 as an isolated structure (ωB97M-V/def2-TZVPD).

Structure (XYZ):
```
40
Properties=species:S:1:pos:R:3
C 24.67771 -27.88137 -27.64739
Br 24.41074 -26.55983 -29.06843
Br 26.20943 -29.02354 -28.07754
Br 23.02841 -28.93975 -27.53522
H 24.85964 -27.35278 -26.72191
C 23.00965 -28.19260 -23.81063
Cl 24.58261 -27.55200 -23.32430
Cl 21.70495 -27.52885 -22.74176
Cl 22.89810 -29.96142 -23.76757
H 22.70118 -27.84085 -24.78678
C 18.89140 -29.79148 -25.25738
Cl 19.58999 -31.43284 -25.09427
Cl 20.13517 -28.73983 -26.00120
Cl 18.27552 -29.17785 -23.73409
H 18.07397 -29.82579 -25.96347
C 21.13392 -23.93589 -22.02679
Cl 21.18488 -22.68438 -20.79131
Cl 22.39320 -23.73310 -23.22225
Cl 19.51350 -23.94236 -22.75018
H 21.24181 -24.89175 -21.53008
C 25.90471 -23.31896 -24.31032
C 26.91339 -24.39665 -24.76182
O 26.14135 -25.35542 -25.44800
C 24.87122 -24.83648 -25.62800
O 23.91285 -25.50842 -25.86309
O 24.83361 -23.58732 -25.19700
H 26.33250 -22.32521 -24.40741
H 25.55796 -23.45363 -23.28492
H 27.46769 -24.78042 -23.90338
H 27.70346 -23.92126 -25.34971
C 22.07706 -27.68685 -19.07401
C 23.29096 -28.31819 -19.74049
O 24.00140 -27.17443 -20.22704
C 23.35438 -26.01099 -19.88350
O 23.72753 -24.95950 -20.29076
O 22.20612 -26.28963 -19.27990
H 22.07631 -27.83818 -17.99107
H 21.14580 -28.07294 -19.48758
H 22.98325 -28.92416 -20.59190
H 23.92048 -28.85320 -19.03161
```

**Charge**: 0
**DFT total energy**: -12703.44251 a.u.
**Kohn-Sham gap**: 10.192 eV

=====

# 4
Entry from the Open Molecules 2025 dataset: a 6-piece molecular cluster, C34H65NO13S2 overall (ωB97M-V/def2-TZVPD).

Structure (XYZ):
```
115
Properties=species:S:1:pos:R:3
C -0.41291 4.23174 2.92676
O -0.06356 5.52459 2.36993
C 0.14432 5.40371 0.94164
O -1.04666 4.92786 0.26389
C -0.67797 4.43812 -1.04506
O -1.17045 5.09237 -2.00665
N 0.23919 3.32281 -1.25483
C -0.08336 2.10266 -0.46880
C 1.29159 1.55559 0.20433
C 2.08005 0.48750 -0.69867
C 2.24305 -0.89700 0.12981
O 1.64375 -1.98775 -0.65789
S 0.69193 3.06044 -2.89216
C -0.18446 1.64560 -3.68884
C -1.77220 1.62341 -3.55647
O -2.36830 0.66402 -4.13013
O -2.57514 2.59088 -2.90515
C -3.49736 1.99467 -1.96481
C -4.56520 3.12683 -1.48160
C -4.01062 4.06580 -0.31060
O -5.84500 2.51037 -1.16401
C -5.91908 2.11870 0.20031
O -6.55916 2.83927 1.01418
C -5.25121 0.79810 0.81479
S -5.31170 -0.62761 -0.37521
H 0.10555 3.39287 2.33001
H -1.54229 4.09344 2.82471
H -0.11674 4.10742 4.02660
H 0.42748 6.45106 0.58142
H 1.04748 4.72717 0.71177
H -0.68014 1.29665 -1.00781
H -0.73578 2.43062 0.42882
H 0.98089 1.13729 1.23615
H 1.91706 2.48987 0.42843
H 3.14711 0.90903 -0.83370
H 1.60724 0.34945 -1.72457
H 3.35773 -1.10897 0.31171
H 1.71173 -0.88621 1.13886
H 1.85488 -1.77872 -1.59315
H 0.04382 1.71124 -4.81985
H 0.22342 0.61206 -3.37255
H -4.13644 1.14832 -2.39156
H -3.00373 1.58207 -1.01456
H -4.71396 3.79586 -2.41120
H -3.30683 3.47699 0.38158
H -3.40650 4.90462 -0.82712
H -4.83542 4.61824 0.27317
H -4.20072 1.07728 1.17546
H -5.90986 0.50631 1.71442
H -5.11036 -1.75764 0.42111
C -2.75162 -1.81542 4.60917
C -3.50902 -0.69092 5.28201
C -2.84778 0.53688 4.68602
O -2.41415 0.17506 3.36796
C -2.51534 -1.25062 3.22351
H -3.29157 -2.76256 4.59572
H -1.79404 -1.97393 5.11677
H -4.56353 -0.72680 4.98872
H -3.45698 -0.71589 6.37189
H -1.96317 0.83111 5.26130
H -3.52557 1.39213 4.62797
H -3.36165 -1.46042 2.55999
H -1.60653 -1.63887 2.76144
C -1.22743 -6.14407 1.69520
C -1.63807 -6.45483 3.11753
C -1.71341 -5.07088 3.73278
O -2.08587 -4.16914 2.68104
C -1.97366 -4.85455 1.42465
H -1.47279 -6.93405 0.98481
H -0.14755 -5.96682 1.65136
H -2.62874 -6.92138 3.12386
H -0.94605 -7.11683 3.64108
H -0.73810 -4.75291 4.11723
H -2.44347 -5.01140 4.54370
H -2.98704 -5.05197 1.05884
H -1.46068 -4.21677 0.70205
C 5.77846 3.75171 2.62683
C 6.02949 3.77962 1.13546
C 5.14058 2.65368 0.64488
O 4.02426 2.58477 1.54291
C 4.30613 3.39672 2.69187
H 6.01226 4.69157 3.12959
H 6.37515 2.95830 3.08889
H 5.68816 4.73339 0.71982
H 7.07757 3.64445 0.86314
H 5.66112 1.69051 0.68258
H 4.78202 2.81618 -0.37483
H 3.67882 4.29290 2.63098
H 4.04547 2.85039 3.60098
C 4.58462 0.15844 -5.13213
C 5.29370 1.47725 -4.91887
C 4.18503 2.34373 -4.35425
O 3.30320 1.47172 -3.63314
C 3.64051 0.11357 -3.94691
H 5.25665 -0.70036 -5.17393
H 4.01227 0.19125 -6.06506
H 6.08810 1.35514 -4.17516
H 5.73681 1.89020 -5.82653
H 3.60648 2.81998 -5.15298
H 4.56010 3.12147 -3.68500
H 4.12813 -0.32238 -3.06736
H 2.72931 -0.45275 -4.15690
C 0.33239 -7.36800 -3.02419
C 1.00690 -6.03052 -2.81710
C -0.12029 -5.19417 -2.24476
O -0.97358 -6.08921 -1.51619
C -0.60129 -7.43780 -1.83205
H 1.02730 -8.20826 -3.07049
H -0.24762 -7.35153 -3.95280
H 1.80984 -6.13041 -2.07930
H 1.43188 -5.60636 -3.72844
H -0.71749 -4.73443 -3.03943
H 0.23910 -4.40589 -1.57874
H -0.09532 -7.85959 -0.95624
H -1.49757 -8.02846 -2.03467
```

**Charge**: 0
**DFT total energy**: -3163.46770 a.u.
**SMILES**: COCOC(=O)N(CCCCO)SCC(=O)OC[C@H](C)OC(=O)CS.C1CCOC1.C1CCOC1.C1CCOC1.C1CCOC1.C1CCOC1
**Kohn-Sham gap**: 8.963 eV